Record 1
This record from OMol25 describes one molecule with the formula C23H28N2O3. The level of theory is ωB97M-V/def2-TZVPD.

XYZ file:
```
56
Properties=species:S:1:pos:R:3:forces:R:3
C 0.76793 -2.86021 0.07358 -0.1 -0.1 -0.1
H -4.54670 -0.39860 -3.34197 -0.1 0.1 -0.1
H 4.86235 3.60230 -1.21244 0.1 0.0 0.0
H -3.15388 -0.14398 1.23167 0.0 0.1 0.1
O 4.27994 -1.29924 0.33315 0.3 -0.1 0.2
C 2.13772 1.42772 0.45192 0.4 0.1 -0.1
H -2.39208 1.38578 1.69430 0.0 0.0 0.0
H -2.46394 -3.20525 2.16382 -0.1 0.0 0.0
H 5.11147 1.13471 -1.13357 0.1 -0.1 0.0
C -2.92201 0.87460 0.89085 -0.1 0.0 0.2
C 3.26163 0.82833 -0.13155 -0.2 0.1 0.4
C -0.70846 0.72219 -0.19025 0.0 0.1 0.3
H -0.48108 0.10382 1.87070 0.0 0.2 0.0
C 4.24362 1.61501 -0.70774 -0.1 -0.1 0.1
H -4.00039 -1.01708 -0.97922 0.0 -0.1 0.1
H -4.81762 3.53855 -0.34717 -0.1 0.0 0.0
C 4.10016 2.99163 -0.75307 0.1 0.1 -0.1
H 1.55369 -0.61865 -1.08638 0.1 0.1 0.1
C -2.65906 0.57020 -1.57147 0.0 -0.2 -0.2
H -3.17907 3.58090 0.41100 0.1 0.0 0.0
C -3.74227 -1.09447 -3.11294 0.0 0.0 0.3
H 1.12737 3.29240 0.81854 -0.1 0.0 0.1
N -2.04957 0.80850 -0.27229 -0.1 0.2 -0.2
O 0.00056 0.54867 -1.16859 0.2 -0.1 -0.2
C -3.20489 -0.85119 -1.70896 0.1 0.2 -0.2
H -0.27072 1.86190 1.61130 0.0 -0.1 0.0
C -0.39688 -2.63727 2.16816 0.1 0.0 0.1
C -1.55985 -3.10808 1.57936 -0.2 0.0 0.0
C -0.07226 0.86337 1.19850 0.0 0.0 -0.1
H 2.84201 4.65007 -0.25984 0.0 0.1 0.0
H 1.66633 -2.14383 1.87418 0.1 0.1 0.1
H -2.95370 -0.96095 -3.84923 0.1 0.0 -0.1
H -0.40356 -3.60319 -1.55539 0.0 0.0 -0.1
C -4.72042 2.58154 1.65859 -0.1 0.0 0.1
C -1.55674 -3.46264 0.24169 -0.1 -0.1 0.1
C -4.20705 1.62613 0.62162 0.2 -0.1 0.0
H 2.88109 -3.12296 -0.26654 -0.1 0.0 -0.1
H -5.78690 2.64518 1.80863 -0.1 0.0 0.0
N 2.31268 -1.22583 -0.79419 -0.1 -0.2 -0.3
C -0.39962 -3.33231 -0.50873 0.1 0.0 0.0
H -4.12839 -2.10672 -3.20188 -0.1 -0.1 -0.1
C 1.99258 2.80669 0.39228 -0.2 -0.1 0.1
H -3.44868 1.30572 -1.73421 0.0 0.0 0.0
C -4.14779 3.10616 0.37990 0.0 0.0 -0.1
C 2.01833 -2.64117 -0.73692 0.2 0.0 0.0
O 1.29812 0.58307 1.13691 0.1 0.2 0.0
H -2.39845 -1.55392 -1.49297 0.0 0.0 0.1
C 3.35603 -0.66991 -0.14313 -0.2 0.1 -0.3
H -4.14948 2.70823 2.56569 0.1 0.0 0.1
H -2.45853 -3.84142 -0.21845 -0.1 0.0 0.0
H -1.87571 0.72788 -2.31555 -0.2 0.0 0.1
C 0.76029 -2.51684 1.42089 0.0 0.0 0.0
H -4.95325 1.06506 0.07439 -0.1 0.1 0.0
H 1.89382 -3.03367 -1.75175 0.0 -0.1 0.1
C 2.96862 3.57807 -0.21677 0.0 0.0 0.0
H -0.39248 -2.36961 3.21555 0.0 0.0 0.1
```
Positions in Å, forces in eV/Å.

Summary:
Total energy in eV: -33428.3402
Orbital gap in eV: 9.0830
LUMO energy in eV: 0.55
HOMO level in eV: -8.54

Record 2
This record from OMol25 describes one molecule with the formula C23H28N2O3. The level of theory is ωB97M-V/def2-TZVPD.

XYZ file:
```
56
Properties=species:S:1:pos:R:3:forces:R:3
C -4.21099 -0.57150 -1.52577 0.0 0.0 0.0
H 2.61876 -0.10035 -0.59301 0.1 0.0 0.1
O -0.26243 -0.15747 -4.95942 0.2 -0.2 0.0
H 1.07539 0.53091 1.21682 -0.1 0.0 -0.1
H -0.16977 0.00607 4.03691 -0.1 0.0 0.0
H 3.79604 -2.20407 2.13841 0.0 0.0 0.0
H -2.18194 0.47885 -4.49335 0.0 0.0 0.0
C -1.95442 1.31711 0.85963 -0.1 0.1 -0.2
C -3.41285 0.53569 -0.90812 0.0 0.1 0.1
C 0.19328 -0.81190 -1.37139 0.3 -0.2 0.0
H 2.50016 1.56261 1.28265 0.0 0.1 0.0
H 3.92365 -0.35120 0.58538 0.0 0.0 -0.1
C 2.71263 -2.24354 1.98064 -0.3 -0.4 0.3
H 2.22809 -1.73590 4.02165 0.0 0.0 0.1
H -3.82390 1.96449 -2.45028 -0.1 0.0 -0.1
H 1.47053 -1.98259 -4.79439 0.0 0.0 -0.1
H 2.11779 0.71051 4.89451 0.0 0.1 0.0
C -0.35762 1.74012 2.73465 -0.1 -0.3 0.4
C 1.75809 1.00829 3.90686 0.0 -0.1 -0.1
C 1.16080 -1.80470 -1.42579 -0.3 0.0 -0.1
H -1.48861 0.07908 2.40275 0.2 0.2 0.0
H 3.48916 0.14235 3.03325 0.0 0.0 0.0
O -0.02075 2.86352 2.43626 0.1 0.2 -0.1
H -0.19256 -0.48305 -0.41848 0.0 0.1 0.1
O 1.27316 -3.61940 0.09638 -0.1 -0.3 0.0
N -1.28227 1.00365 2.04913 -0.3 -0.4 0.0
H -0.92100 1.74142 -4.43587 0.0 0.0 0.0
C 0.15861 -0.65474 -3.76480 0.1 -0.1 0.1
H -0.08418 1.58550 4.82098 -0.1 0.0 0.0
C -3.30269 1.77728 -1.52217 0.0 0.0 0.0
H 2.09076 2.03153 3.72090 0.0 0.0 0.1
C 1.99234 -1.38005 3.01741 0.4 0.1 -0.1
C -0.30739 -0.23428 -2.52433 -0.2 0.2 -0.3
C -1.84812 2.55441 0.23262 0.2 0.2 0.1
H -3.54110 -1.33769 -1.91767 0.0 -0.1 -0.1
C 1.61178 -2.23522 -2.66972 0.0 0.1 0.1
C 2.83766 -0.39480 0.43390 -0.1 0.5 -0.1
H -4.85577 -1.04162 -0.78576 -0.1 -0.1 0.0
C 1.12433 -1.66220 -3.82454 -0.1 0.1 -0.1
H 2.34876 -3.02205 -2.72443 0.1 -0.1 0.0
H -2.81871 -0.64415 0.76875 0.0 -0.1 0.1
N 2.40719 -1.75380 0.65411 0.2 0.0 0.2
C -1.25699 0.83830 -4.95550 -0.1 0.2 0.0
H 0.91898 -1.49125 2.85591 -0.1 0.0 0.0
C 2.14381 0.54198 1.42541 0.4 -0.1 0.0
H -4.82668 -0.20087 -2.34153 -0.1 0.0 -0.1
H -1.05676 0.53525 -2.43425 -0.1 0.1 0.0
C 2.40598 0.08674 2.86294 -0.3 0.1 0.1
C -2.52798 2.77238 -0.95132 -0.1 -0.1 -0.1
C 0.22453 1.01709 3.93988 0.3 0.2 0.0
H 2.37897 -3.28135 2.03534 0.1 0.1 0.0
H -1.23992 3.32688 0.67018 0.0 0.0 0.0
C 1.61445 -2.47942 -0.16826 0.0 0.0 -0.2
H -2.44831 3.73408 -1.43621 0.0 0.1 0.0
C -2.73895 0.32070 0.28468 0.0 0.1 0.0
H -1.44304 1.07237 -6.00251 0.0 0.0 0.1
```
Positions in Å, forces in eV/Å.

Summary:
Total energy in eV: -33429.6591
Orbital gap in eV: 9.1273
LUMO energy in eV: 0.66
HOMO level in eV: -8.47

Record 3
This record from OMol25 describes one molecule with the formula C23H28N2O5. The level of theory is ωB97M-V/def2-TZVPD.

XYZ file:
```
58
Properties=species:S:1:pos:R:3:forces:R:3
H 2.93116 1.49528 -2.79776 -0.1 0.0 0.1
C 2.21811 -2.24420 1.14723 -0.1 0.1 0.3
H -0.21113 0.54440 2.57924 -0.1 -0.1 -0.2
C -1.26209 -2.56402 -1.05689 -0.2 0.1 -0.2
H 0.28557 7.48673 -1.16411 0.0 0.0 0.0
C -1.83417 -0.49635 1.66928 0.3 0.2 0.1
H 3.73920 -0.79956 -2.26513 -0.1 0.0 -0.1
C -0.31446 7.19586 -0.29547 0.1 0.2 0.0
H -0.86996 -0.43744 -0.80569 -0.1 0.0 0.0
H -0.37112 -1.67326 3.27125 -0.1 0.1 0.1
C -0.45644 4.89631 -0.89068 0.1 -0.1 0.0
C 0.64631 2.41794 -1.58304 0.0 0.1 0.1
C -1.70478 -1.13218 -0.74466 0.4 -0.1 -0.2
H -3.91880 -1.78685 1.66037 0.0 0.0 -0.2
H -2.34837 3.93360 -1.09757 -0.1 0.0 0.0
C -1.28028 3.80131 -1.16102 0.1 0.2 0.1
C -0.47629 0.21377 1.56816 -0.2 0.2 0.2
H 2.94996 1.21990 -1.02856 0.0 0.0 -0.1
N 2.14451 -1.31158 -1.07191 -0.2 0.1 -0.2
H -0.50855 -2.87982 -0.33167 0.1 0.0 0.0
C 2.47586 0.92883 -1.97468 0.4 -0.3 -0.1
H -2.45984 -0.82434 -1.47981 0.1 0.0 0.0
H -1.02283 7.99038 -0.06639 0.1 0.0 0.0
N -2.31998 -1.08125 0.56142 -0.3 -0.1 -0.2
C -3.13450 -3.36919 0.39110 -0.1 0.1 -0.2
C 1.06923 -3.22331 3.48133 0.1 0.0 -0.1
C -3.50600 -1.91089 0.65836 -0.2 -0.3 0.4
H -4.23984 -1.56595 -0.07802 0.0 0.0 0.0
O -2.43705 -0.49434 2.72911 0.0 0.1 0.3
C 0.91832 4.73401 -0.97686 -0.3 0.4 0.1
H -2.44549 -3.70764 1.16798 0.0 0.0 0.1
H 0.61081 -3.59648 4.38486 0.0 0.0 0.1
H 2.53834 3.42192 -1.38200 0.1 0.0 0.0
H 2.64519 -4.67510 3.47439 0.0 -0.1 0.0
H 1.58984 5.55497 -0.78193 0.0 0.1 0.0
C -0.73856 2.58465 -1.50281 0.2 0.0 0.0
H 2.15963 -0.88329 -3.10380 0.1 0.0 0.0
H -0.56981 1.09641 0.92581 0.0 -0.1 0.1
C 1.06819 -1.63072 1.67508 0.2 -0.2 0.0
O 1.08236 1.16632 -1.92087 -0.2 0.0 0.0
C 2.67387 -0.57337 -2.19017 0.0 0.4 0.0
C 0.50766 -2.12903 2.84551 -0.2 0.2 -0.1
H -2.15080 -4.53066 -1.14218 0.0 0.0 -0.1
C -2.46662 -3.49964 -0.97606 0.2 -0.1 0.2
H -3.18386 -3.23750 -1.75787 0.0 0.0 -0.1
O 4.14990 -1.83507 -0.17162 0.2 0.0 0.1
O 0.56560 -0.55063 0.99643 0.2 -0.2 0.0
H 0.34393 7.04025 0.56550 0.0 0.0 0.0
H 3.67396 -3.76023 1.40742 0.1 0.0 0.0
C 2.77553 -3.32573 1.81883 -0.1 0.1 -0.1
O -1.09418 6.05677 -0.56372 -0.2 -0.3 -0.1
C 1.46506 3.50523 -1.32039 0.1 -0.4 -0.1
H -4.03181 -3.98705 0.43827 0.0 0.0 0.1
C 2.94000 -1.76015 -0.06958 -0.2 -0.1 -0.2
H -1.37739 1.74487 -1.72595 -0.1 -0.1 0.0
H -0.81596 -2.60015 -2.05166 0.1 0.0 0.0
H 1.17781 -1.12547 -0.85941 0.1 -0.1 0.1
C 2.20504 -3.82722 2.97300 0.0 -0.1 0.1
```
Positions in Å, forces in eV/Å.

Summary:
Total energy in eV: -37523.6289
Orbital gap in eV: 8.9235
LUMO energy in eV: 0.70
HOMO level in eV: -8.22

Record 4
This record from OMol25 describes a 4-piece molecular cluster, C23H28N3O10 overall at a distorted geometry. The level of theory is ωB97M-V/def2-TZVPD.

XYZ file:
```
64
Properties=species:S:1:pos:R:3:forces:R:3
H -6.44935 -5.38473 -2.36556 1.8 1.9 1.0
H -0.24938 1.86542 -1.70841 0.0 0.2 0.2
O 4.07708 1.42596 -0.02615 -0.6 1.5 1.5
C -1.64367 2.74398 3.98534 -1.0 0.7 0.1
H -0.86747 -0.22473 0.74318 -0.8 -2.2 -1.3
C 4.11102 4.12477 2.05412 0.3 1.1 0.4
O -3.39689 0.16501 0.02117 4.4 -7.0 -1.2
H -3.65473 -5.70539 -2.51400 -1.0 2.1 1.1
C 2.69852 -5.16531 -0.47749 -2.5 3.2 0.7
H -7.61030 -3.05615 -1.24911 2.6 -0.2 -0.1
H 2.99536 -2.42507 0.26597 -2.8 -0.2 0.1
C -6.44720 -3.17703 -1.29332 5.5 -0.6 -0.1
H 0.99501 -0.73102 -4.20670 -0.3 -0.3 1.4
H -1.71631 1.14951 2.52436 0.0 0.1 0.1
O 0.39515 5.57344 0.27236 0.2 -2.2 -1.8
N -0.27191 -1.20755 -1.09831 3.7 -1.1 -3.5
C -1.15658 2.06393 2.74709 -0.6 0.1 -1.1
C 1.35484 3.27298 -2.05125 0.9 -0.6 -0.6
C -0.08553 2.93913 -1.83473 -0.6 -0.6 -0.5
C -1.17758 -1.19330 0.11836 -1.1 1.3 1.1
C 2.84250 3.43293 2.43522 -0.7 0.4 1.1
C -4.09027 -4.73701 -2.01912 -1.3 3.3 1.5
C 3.85720 2.28935 0.80686 0.6 -1.1 -1.1
C -0.45174 -0.67931 -2.50566 4.0 -2.6 2.8
H -1.86875 -3.67143 -1.50805 -2.6 0.1 0.1
H 3.92557 -2.24195 -1.90462 -1.2 0.3 -1.4
H 1.33181 -2.33757 1.31069 1.2 -0.6 -2.0
H 0.51393 -4.75642 0.16000 2.6 1.2 0.7
C -2.77576 -1.02414 -0.21448 -4.8 4.1 0.0
C -5.74232 -4.54261 -1.93559 2.2 2.9 1.3
H 2.93767 2.87020 3.36987 0.0 0.0 -0.1
O 1.48423 4.55304 -1.46164 -0.8 0.3 0.7
O 4.79920 3.14783 1.29587 -0.6 -1.1 -0.7
H -0.72566 3.30400 -2.64492 0.0 0.0 0.1
H 2.02711 2.57770 -1.53772 0.0 0.0 0.0
H -1.07416 -2.14624 0.80795 0.1 1.8 -1.8
H 3.93551 5.00262 1.42353 0.0 -0.1 0.0
O -0.40695 3.63906 -0.64776 0.4 0.6 0.3
C -3.03674 -3.57423 -1.44409 -5.5 0.5 0.2
C -5.40710 -2.01659 -0.71756 0.5 -3.2 -1.7
N 0.85543 -0.99710 -3.20194 -1.1 -0.2 2.4
C 1.10329 -1.85932 -0.96917 1.4 1.2 -3.8
N 3.33047 -2.14492 -2.77829 -2.9 0.5 1.2
H -5.89412 -1.02769 -0.26521 1.5 -2.4 -1.1
H -1.43782 -0.16434 -2.87050 2.4 -1.2 0.5
O -0.88622 2.13218 5.01203 1.0 -0.6 -0.3
C 1.58875 -4.26203 0.01235 2.6 -2.4 -1.0
H -1.43283 3.81862 3.98266 0.0 -0.1 0.0
C -3.75567 -2.23052 -0.80102 -0.4 -1.7 -0.7
C 1.92618 -1.70899 -2.39539 -4.8 0.5 3.6
C 0.24965 1.64609 4.43136 1.8 -0.8 1.6
O 2.63660 2.52202 1.37222 0.8 -0.4 -1.0
C 1.82485 -2.62957 0.28895 -1.1 -1.0 -1.8
H 1.61981 3.30602 -3.11160 0.0 0.2 0.2
H -1.18517 2.72016 1.87291 0.2 -0.2 0.1
O 0.17674 1.71618 3.07002 0.4 -0.1 0.8
H 3.33668 -3.03837 -3.31901 -0.2 1.0 0.7
C 0.48341 4.66833 -0.54047 0.0 2.1 1.7
H -2.71397 2.59218 4.14986 0.2 0.0 0.1
O 1.20539 1.20721 5.04912 -2.1 1.0 -1.5
H 4.69969 4.42478 2.92538 0.0 -0.1 -0.2
H 3.37817 -4.72125 -1.34998 -0.8 -0.8 2.8
H 2.91468 -6.23809 -0.06137 -1.2 2.0 -1.5
H 2.00058 4.12532 2.52138 0.1 -0.2 -0.2
```
Positions in Å, forces in eV/Å.

Summary:
Net charge: +1
Total energy in eV: -49226.5866
Orbital gap in eV: 7.5679
LUMO energy in eV: -3.92
HOMO level in eV: -11.48

The highest LUMO energy belongs to which entry? C23H28N2O5